{"formula": "C2H7NS", "method": "ωB97M-V/def2-TZVPD", "lumo_ev": 0.976, "spin_multiplicity": 1, "smiles": "CSCN", "largest_force_ev_per_a": 0.71, "de_lowest_kcal_mol": 3.9, "elements": ["S", "N", "C", "C", "H", "H", "H", "H", "H", "H", "H"], "positions_angstrom": [[0.55841, -0.98070, 0.96200], [-1.15349, 0.09803, -1.01276], [1.45339, 0.53036, 0.56773], [-1.08259, -0.76756, 0.10745], [0.96940, 1.07442, -0.23691], [1.53190, 1.16875, 1.44601], [-0.61901, -0.17095, -1.82535], [2.43789, 0.24995, 0.20782], [-1.28176, -1.78389, -0.22144], [-0.96233, 1.06941, -0.81495], [-1.85181, -0.48782, 0.82041]]}

---

{"formula": "C10H12N2O2S", "method": "ωB97M-V/def2-TZVPD", "lumo_ev": 0.556, "spin_multiplicity": 1, "smiles": "NN=[S@@](=O)(O)c1ccccc1.C#CC=C", "largest_force_ev_per_a": 6.29, "de_lowest_kcal_mol": 121.7, "elements": ["S", "O", "O", "N", "N", "C", "C", "C", "C", "C", "C", "C", "C", "C", "C", "H", "H", "H", "H", "H", "H", "H", "H", "H", "H", "H", "H"], "positions_angstrom": [[0.10290, -0.77532, -0.15401], [0.12979, -2.18044, 0.13309], [0.53551, 0.15892, 1.08077], [1.57374, -0.93251, -2.18209], [0.86307, -0.17782, -1.31581], [3.07824, 1.56728, 0.55082], [3.48576, -0.78160, 0.76847], [3.37108, 0.38364, 0.01564], [-2.62724, -0.75420, 0.76362], [-2.08104, 1.04511, -0.67995], [3.81739, -1.79404, 1.32722], [-4.26253, 0.97508, 0.26310], [-1.68060, -0.13613, -0.05918], [-3.24617, 1.66690, -0.46666], [-3.96609, -0.25625, 0.82734], [3.52066, 0.28000, -0.95634], [4.06060, -2.55730, 2.01027], [-1.37678, 1.49261, -1.38040], [-4.79093, -0.61952, 1.34395], [-3.46606, 2.56961, -0.94496], [2.19745, -1.80376, -1.76440], [-5.32365, 1.23605, 0.18525], [1.26158, 0.69219, 0.87159], [2.90865, 2.31916, -0.16789], [-2.19489, -1.69012, 1.16084], [1.11037, -1.49057, -2.89615], [2.99917, 1.56305, 1.66586]]}

---

{"formula": "C3H5OPS2", "method": "ωB97M-V/def2-TZVPD", "lumo_ev": -0.721, "spin_multiplicity": 1, "smiles": "O=PSC1CSC1", "largest_force_ev_per_a": 4.93, "de_lowest_kcal_mol": 20.4, "elements": ["S", "S", "P", "O", "C", "C", "C", "H", "H", "H", "H", "H"], "positions_angstrom": [[2.06892, -0.27370, -1.04511], [-1.13655, 0.02107, 1.35069], [1.76835, 0.22886, -3.07508], [3.11281, 0.10306, -3.55133], [0.32904, 0.06169, -0.60891], [-0.50168, -1.05805, 0.03508], [0.27224, 1.00518, 0.58946], [0.29785, -1.85962, 0.32996], [1.01613, 0.90538, 1.27009], [-0.28771, 0.32056, -1.43833], [-1.12908, -1.51745, -0.62174], [-0.06922, 2.07275, 0.47340]]}

---

Number 1: gap between HOMO and LUMO 9.4 eV, HOMO level -8.4 eV, molar mass 77.15 g mol⁻¹. Number 2: gap between HOMO and LUMO 9.1 eV, HOMO level -8.6 eV, molar mass 224.29 g mol⁻¹. Number 3: gap between HOMO and LUMO 8.3 eV, HOMO level -9.0 eV, molar mass 152.18 g mol⁻¹.